Formula: C23H25CdMgN8O9
Source: the OMol25 dataset
Level of theory: wB97M-V/def2-TZVPD

Structure (XYZ):
```
67
Properties=species:S:1:pos:R:3:forces:R:3
Mg -19.03424 -14.27475 -13.07791 -1.31 2.43 0.56
Cd -21.63626 -10.96003 -11.00067 0.43 -0.64 -0.59
N -21.16598 -12.08990 -14.19760 -1.24 0.16 -0.58
O -20.15880 -12.84093 -14.19058 0.82 -0.67 -0.03
O -21.71988 -11.80974 -15.24576 0.56 -0.08 0.53
O -21.62795 -11.65141 -13.11027 0.03 -0.35 -0.64
N -18.26456 -11.49590 -11.54912 0.04 -0.11 -0.78
O -18.18714 -12.61633 -12.11214 0.70 -0.19 0.23
O -17.23109 -10.85425 -11.33135 -0.84 -0.28 0.23
O -19.39587 -11.03590 -11.30556 1.15 0.36 0.39
N -21.50128 -14.14634 -11.02516 0.45 -0.75 -0.78
O -20.43396 -14.21408 -11.72781 -0.26 -0.49 0.33
O -21.75210 -13.02334 -10.52724 -0.68 -1.20 0.75
O -22.19151 -15.12280 -10.85648 0.33 0.85 0.06
N -14.26555 -10.74957 -11.61854 -0.38 0.08 0.29
C -12.92561 -10.77733 -11.37057 0.16 -0.34 -0.34
C -12.29062 -11.13233 -12.54128 -0.42 -0.19 0.54
C -13.31092 -11.31994 -13.52170 0.55 0.22 0.38
C -14.52053 -11.08432 -12.90558 0.73 -0.13 -1.16
H -14.97572 -10.53625 -10.94712 -0.09 -0.02 0.10
H -12.55275 -10.62973 -10.37176 0.07 0.11 -0.04
H -11.24099 -11.36420 -12.60582 0.05 0.24 -0.24
H -13.10363 -11.51359 -14.56188 -0.26 -0.17 -0.03
H -15.48090 -11.11714 -13.38397 -0.29 0.19 0.52
N -16.89672 -8.52972 -9.29702 -0.32 0.38 -0.50
C -16.73234 -8.60821 -7.94072 -0.46 -0.46 0.31
C -16.93044 -7.36396 -7.40426 0.28 0.81 -0.87
C -17.16827 -6.49479 -8.51332 -0.79 0.45 0.49
C -17.19054 -7.23376 -9.65411 0.21 -0.31 0.22
H -16.98916 -9.27840 -9.96410 0.18 -0.38 0.17
H -16.65413 -9.57002 -7.45894 0.36 0.03 -0.03
H -16.85926 -6.95961 -6.40937 0.06 -0.58 0.25
H -17.46451 -5.45958 -8.42800 0.33 0.04 -0.08
H -17.37750 -6.94336 -10.67360 0.11 -0.10 -0.07
N -21.58410 -9.03088 -11.83093 -0.05 3.00 -1.44
C -20.69710 -8.06043 -11.49801 0.30 -0.43 0.53
C -20.80448 -6.73035 -11.85136 -0.74 0.42 0.05
C -21.91687 -6.32895 -12.57621 -0.78 -0.05 -0.47
C -22.80065 -7.29575 -13.01810 0.44 -0.51 0.34
C -22.56342 -8.60795 -12.65417 -0.73 -0.54 -0.15
H -19.85549 -8.35999 -10.88866 -0.03 -0.14 0.05
H -20.14989 -5.96398 -11.46264 0.39 -0.32 -0.01
H -22.19731 -5.31341 -12.82943 0.62 0.19 0.24
H -23.69127 -7.08783 -13.59137 0.10 0.17 -0.11
H -23.25048 -9.34368 -13.05894 0.15 -0.29 0.29
N -17.37506 -14.36783 -14.23142 1.16 -0.85 -1.54
C -16.93883 -13.23036 -14.79208 0.43 1.28 1.60
C -15.69022 -13.05449 -15.36685 -0.60 -0.79 -0.23
C -14.97193 -14.19815 -15.64308 0.20 -0.35 -0.20
C -15.48665 -15.45394 -15.28744 0.42 1.04 0.13
C -16.62612 -15.47275 -14.52223 -0.92 -0.14 0.38
H -17.44649 -12.31606 -14.50666 -0.54 -0.23 -0.22
H -15.35516 -12.04722 -15.55426 0.12 -0.06 -0.27
H -14.00130 -14.15985 -16.12104 -0.01 0.11 0.00
H -14.89538 -16.31976 -15.53928 -0.29 -0.30 0.21
H -17.02056 -16.38113 -14.08489 0.22 -0.21 -0.15
N -21.29793 -10.55075 -8.92538 -0.18 -0.41 2.63
C -22.12206 -11.08192 -7.98258 -0.81 0.73 -0.70
C -21.98699 -10.86874 -6.62920 0.85 -0.34 -0.08
C -20.83314 -10.22251 -6.20102 0.23 0.32 0.43
C -19.91253 -9.73596 -7.11645 -1.17 -0.26 0.18
C -20.22859 -9.91050 -8.45110 1.29 0.25 -0.62
H -23.00294 -11.57880 -8.37091 0.09 -0.22 0.05
H -22.68192 -11.28474 -5.91608 -0.15 0.02 -0.11
H -20.62686 -10.07500 -5.14715 -0.20 -0.08 0.02
H -19.04184 -9.19034 -6.79060 0.14 -0.04 -0.24
H -19.49398 -9.58352 -9.17848 -0.20 0.14 -0.13
```
Forces are in eV/Å.

Summary:
net charge	+1
electronic energy	-64600.7035	eV
LUMO level	-0.10743	hartree

Formula: C23H25CeClN2OPS
Source: the OMol25 dataset
Level of theory: wB97M-V/def2-TZVPD

Structure (XYZ):
```
55
Properties=species:S:1:pos:R:3:forces:R:3
Ce -0.72217 -1.00401 0.60366 1.58 -3.33 0.08
Cl 0.32445 -3.17047 -0.28552 -0.99 1.55 0.51
C -0.31427 1.37655 0.33598 -0.51 5.53 -0.80
O -0.78676 2.48953 0.32352 2.13 -5.16 0.21
P 0.01126 0.04181 -2.08516 0.03 1.37 -4.64
C -1.48370 -0.32482 -3.12399 -0.30 -0.39 1.10
C 0.46388 1.66431 -2.76458 0.22 -0.08 0.76
C 1.28306 -1.04432 -2.86771 0.75 -0.41 1.23
C 1.72626 1.91633 -3.33003 0.31 0.35 -0.17
C 2.00777 3.17548 -3.86961 0.35 -0.75 0.05
C 1.06089 4.19369 -3.81679 -0.15 0.32 0.02
C -0.18361 3.95883 -3.22381 -0.40 -0.52 0.24
C -0.48687 2.69310 -2.71572 -0.18 0.89 0.02
H 2.47484 1.12825 -3.37852 -0.14 0.22 -0.03
H 2.98159 3.34417 -4.33840 -0.39 -0.03 0.18
H 1.28645 5.18111 -4.23630 -0.08 -0.44 0.20
H -0.92561 4.75286 -3.15076 0.19 -0.19 -0.12
H -1.46919 2.50327 -2.28329 0.16 0.15 -0.12
C -2.42001 -1.26651 -2.64692 -0.22 0.45 -0.23
C -3.60737 -1.48723 -3.34767 0.08 -0.42 0.67
C -3.86147 -0.83066 -4.54472 0.07 0.19 -0.15
C -2.91164 0.05592 -5.06044 0.31 -0.16 0.42
C -1.72939 0.30852 -4.35113 -0.23 0.68 -0.40
H -2.23269 -1.81854 -1.72193 -0.07 -0.12 -0.10
H -4.35149 -2.17112 -2.93581 0.27 0.12 -0.17
H -4.80347 -1.00581 -5.07183 0.37 0.07 0.17
H -3.10896 0.56871 -5.99804 0.18 -0.10 0.13
H -1.02497 1.03733 -4.76570 -0.23 -0.35 0.22
C 1.09611 -1.68546 -4.09766 -0.57 -0.48 -0.30
C 2.10521 -2.49711 -4.62625 -0.13 0.26 0.10
C 3.29885 -2.69669 -3.92832 -0.03 0.15 0.28
C 3.48102 -2.06925 -2.69312 -0.12 0.53 0.29
C 2.48882 -1.23897 -2.16663 0.06 -0.44 -0.17
H 0.16418 -1.57166 -4.65402 0.32 -0.06 0.19
H 1.95906 -2.99247 -5.58594 -0.05 0.25 0.20
H 4.08790 -3.33738 -4.32856 -0.34 0.15 0.10
H 4.39497 -2.21251 -2.12268 -0.11 -0.01 -0.18
H 2.62593 -0.76115 -1.19759 0.15 -0.12 -0.11
H 0.64377 0.90875 0.96338 -0.83 0.66 -0.13
H -2.13299 -2.10566 0.68668 -0.97 -0.60 0.08
S 1.79803 -1.00905 1.91940 -0.42 -0.36 -0.84
C 0.84552 -0.42837 3.19830 0.38 1.77 1.91
N -0.48464 -0.81037 3.32443 0.17 -0.81 -1.04
C -1.36291 -0.23265 4.38153 0.14 -0.21 0.22
C -0.94639 1.20377 4.61132 -0.08 0.32 -0.06
C 0.53415 1.26428 4.97770 -0.05 0.08 0.74
N 1.34228 0.51463 4.00815 -0.94 -1.18 -1.29
H -0.63238 -1.82471 3.11531 0.35 0.81 0.86
H -1.21990 -0.79760 5.31011 -0.16 -0.09 -0.23
H -2.39448 -0.34218 4.03275 0.16 0.08 0.22
H -1.53383 1.60041 5.45349 0.19 -0.01 -0.38
H -1.15681 1.81789 3.71832 0.05 -0.10 0.32
H 0.68733 0.81594 5.96911 0.05 0.18 -0.17
H 0.91336 2.29311 5.00836 -0.12 -0.29 -0.03
H 2.31383 0.76879 3.83454 -0.23 0.04 0.14
```
Forces are in eV/Å.

Summary:
net charge	+3
electronic energy	-74827.3497	eV
LUMO level (spin up / spin down)	-0.49711 / -0.49745	hartree

Formula: C23H25ClF5NNbO3S
Source: the OMol25 dataset
Level of theory: wB97M-V/def2-TZVPD

Structure (XYZ):
```
60
Properties=species:S:1:pos:R:3:forces:R:3
O 7.55288 4.09699 6.41486 1.33 0.65 1.14
C 7.03506 3.67611 5.47179 -2.83 -1.89 -2.32
N 6.34738 3.15884 4.57915 1.21 1.73 0.76
Nb 5.13246 4.66017 3.58587 0.89 0.74 2.60
F 4.22736 5.11493 5.38679 0.39 -0.39 -1.68
F 6.53315 6.13563 3.98811 -1.57 -1.51 -0.63
C 3.55102 3.09635 3.07159 0.71 0.15 -0.09
C 3.15235 2.26405 4.35510 -0.55 -0.26 -0.61
C 1.63757 2.33859 4.77462 0.54 -0.08 0.41
C 1.05979 3.78431 4.96558 -0.05 -0.42 0.83
S 0.19209 4.44688 3.46985 -2.14 -1.15 -0.36
O 0.04679 3.39446 2.47705 1.25 0.96 0.56
O -1.10340 4.98730 3.84433 1.36 0.42 0.43
Cl 1.33382 6.02226 2.74202 -0.45 -0.83 0.39
H 6.05507 4.30295 2.05027 -0.47 0.16 0.19
H 4.17019 5.92824 2.69326 0.33 -0.40 -0.16
H 2.69619 3.50960 2.48975 0.48 -0.43 0.54
H 4.07949 2.38939 2.37092 -0.43 0.74 0.48
H 3.78998 2.54007 5.22694 -0.54 -0.22 -0.56
H 3.34742 1.18394 4.11166 -0.06 0.88 0.46
H 1.58042 1.85124 5.78954 -0.08 0.55 -0.79
H 0.96709 1.71653 4.12590 0.66 0.79 0.30
H 1.78967 4.51624 5.39505 -0.36 -0.51 -0.82
H 0.23774 3.70169 5.72747 0.39 0.35 -1.01
F 2.02408 1.80066 0.73290 0.00 -0.09 -0.08
C 1.18958 1.66545 -0.30439 -0.25 0.00 -0.25
C -0.04098 1.06424 -0.11041 -0.11 -0.13 0.19
C -0.90800 0.92895 -1.18646 0.24 0.09 -0.10
C -0.53072 1.38623 -2.44455 -0.13 -0.03 -0.10
C 0.71033 1.98407 -2.62626 -0.11 -0.10 0.19
C 1.57483 2.13029 -1.54916 0.20 0.09 -0.07
H -0.31316 0.70809 0.87499 0.04 0.10 0.01
H -1.87807 0.46668 -1.04511 0.04 0.02 0.02
H -1.20669 1.27634 -3.28418 0.05 0.03 0.04
H 1.00505 2.33663 -3.60751 0.00 0.01 0.06
H 2.54241 2.60145 -1.66912 -0.02 -0.02 0.07
F -2.16005 0.25373 -5.32681 0.04 0.05 -0.07
C -3.00926 -0.67744 -4.85879 -0.35 -0.39 0.20
C -2.59675 -1.52448 -3.84604 0.30 0.02 0.11
C -3.47696 -2.48277 -3.36088 -0.15 0.08 -0.18
C -4.75372 -2.58912 -3.90074 -0.06 -0.09 0.04
C -5.15306 -1.73460 -4.92098 0.17 -0.05 0.13
C -4.27815 -0.76855 -5.40033 -0.06 0.16 -0.19
H -1.59532 -1.43218 -3.44308 -0.03 0.06 -0.02
H -3.16813 -3.14720 -2.56268 0.02 0.05 -0.03
H -5.43812 -3.34038 -3.52409 0.04 0.04 -0.02
H -6.14674 -1.82068 -5.34382 0.05 0.04 0.01
H -4.57482 -0.08834 -6.18896 0.05 -0.01 0.02
F -1.30273 -5.60863 -1.04034 0.02 0.05 0.03
C -2.03411 -6.46118 -1.77690 -0.27 -0.33 -0.26
C -2.60689 -7.56317 -1.16855 0.02 -0.05 0.25
C -3.36691 -8.44091 -1.93046 0.07 0.16 -0.19
C -3.53610 -8.21226 -3.29139 -0.06 -0.08 -0.03
C -2.95071 -7.10344 -3.89021 -0.04 -0.11 0.20
C -2.19951 -6.21907 -3.12786 0.13 0.23 -0.13
H -2.45707 -7.72876 -0.10897 0.01 0.05 -0.03
H -3.82674 -9.30344 -1.46363 0.05 0.05 0.01
H -4.12595 -8.90056 -3.88533 0.03 0.04 0.03
H -3.07925 -6.92741 -4.95130 0.01 0.03 0.06
H -1.74319 -5.34506 -3.57608 0.01 -0.02 0.04
```
Forces are in eV/Å.

Summary:
net charge	-1
electronic energy	-70385.3447	eV
LUMO level	0.06681	hartree

Formula: C23H25ClN2PTm
Source: the OMol25 dataset
Level of theory: wB97M-V/def2-TZVPD

Structure (XYZ):
```
53
Properties=species:S:1:pos:R:3:forces:R:3
Tm 1.08143 0.16684 -1.02196 -0.87 -2.00 4.81
Cl 0.17519 1.33667 0.99344 0.74 -0.63 -1.17
P 0.80110 -2.44740 -0.31555 -0.36 1.99 -0.74
C 2.45733 -2.32134 -1.11162 -0.39 -0.63 0.42
C 2.66767 -3.09017 -2.26882 0.25 0.54 0.23
C 3.90055 -3.01710 -2.90569 0.22 0.15 -0.03
C 4.93157 -2.23301 -2.37001 0.01 -0.29 -0.26
C 4.71434 -1.48621 -1.21616 0.38 0.62 0.20
C 3.46974 -1.46469 -0.58190 -0.48 -0.58 -0.51
C 0.93036 -2.89556 1.37386 0.21 -0.46 1.42
C -0.18672 -2.67526 2.22243 0.28 -0.12 -0.44
C -0.10279 -3.02857 3.56878 0.14 -0.03 -0.46
C 1.08696 -3.60134 4.03871 0.17 -0.04 -0.05
C 2.19513 -3.82888 3.21424 -0.19 0.17 -0.46
C 2.11980 -3.46143 1.86618 -0.40 -0.03 0.04
C -0.34296 -3.47391 -1.20869 0.50 0.01 -0.35
C -1.39647 -2.91744 -1.98509 0.71 -0.87 0.73
C -2.28237 -3.82375 -2.55893 -0.15 -0.01 -0.12
C -2.09222 -5.20457 -2.38233 0.43 0.03 0.13
C -0.99701 -5.72243 -1.65758 -0.25 0.04 -0.11
C -0.09605 -4.85001 -1.06191 -0.75 0.47 -0.28
H -1.10886 -2.26753 1.77759 0.46 -0.12 0.44
H -0.95975 -2.87645 4.23765 0.49 -0.08 -0.33
H 1.15056 -3.89045 5.07735 -0.01 -0.01 0.09
H 3.11072 -4.30562 3.57853 -0.47 0.24 0.05
H 2.94393 -3.63352 1.16296 -0.21 -0.01 0.51
H 1.84181 -3.69583 -2.65255 0.48 0.10 0.09
H 4.06649 -3.56841 -3.82626 0.03 -0.02 0.16
H 5.91943 -2.22435 -2.85772 -0.61 0.03 0.33
H 5.53907 -0.90375 -0.79387 -0.31 -0.17 -0.17
H 3.33389 -0.90281 0.36180 0.05 -0.40 -0.33
H -1.51374 -1.82536 -2.07816 0.01 -0.66 0.08
H -3.14124 -3.44990 -3.13189 0.41 -0.32 0.24
H -2.80562 -5.88966 -2.83442 0.15 0.10 0.13
H -0.83935 -6.79267 -1.52170 -0.28 0.23 -0.24
H 0.76620 -5.17829 -0.46101 -0.57 -0.03 -0.33
H 1.83517 -1.83241 -4.45605 -0.91 -0.18 -0.08
H 1.09534 -2.04311 -4.46012 0.77 0.32 -0.07
C -2.31424 1.96849 -5.12180 -0.57 0.37 -0.46
C -1.21016 1.71705 -4.19773 -0.23 0.21 0.15
C 0.15341 1.92589 -4.30644 0.71 0.00 -0.50
C 0.72531 1.37180 -3.16908 -2.38 0.75 -0.23
N -0.28476 0.90319 -2.37154 -1.72 0.88 -1.00
N -1.46462 1.19893 -2.99750 1.71 -0.56 -0.10
C 2.14445 1.45529 -2.73353 2.17 0.66 0.06
H -2.46301 3.05784 -5.18814 -0.11 -0.39 -0.32
H -2.09472 1.53014 -6.11073 -0.13 0.40 0.38
H -3.22772 1.50208 -4.72953 0.14 0.23 -0.25
H 0.64378 2.45421 -5.11847 -0.04 -0.31 0.17
H -2.39468 1.11347 -2.59067 0.55 -0.41 0.27
H 2.77013 0.64976 -3.19307 -0.16 0.73 0.29
H 2.48084 2.46106 -3.03129 0.25 -0.57 -0.24
H 2.42417 1.52607 -1.61096 0.12 0.65 -1.78
```
Forces are in eV/Å.

Summary:
spin multiplicity	3
net charge	+2
electronic energy	-78563.3261	eV
LUMO level (spin up / spin down)	-0.23360 / -0.23047	hartree
relative energy (zero: lowest compared OMol25 entry of this formula, charge and spin)	0.000	eV